[1]
{"formula": "C5H11N", "method": "wB97M-V/def2-TZVPD", "lumo_energy_ev": -2.64, "de_lowest_kj_mol": 872.3, "orbital_gap_ev": 4.78, "elements": ["C", "C", "C", "C", "C", "N", "H", "H", "H", "H", "H", "H", "H", "H", "H", "H", "H"], "coordinates": [[2.053, 0.841, -0.069], [0.859, 0.127, -0.711], [-0.560, 0.402, 0.045], [-0.955, -0.344, 1.332], [-2.000, -1.363, 0.985], [1.219, 0.711, -1.971], [2.121, 0.655, 1.044], [3.046, 0.506, -0.688], [1.951, 1.890, -0.220], [-2.145, -2.157, 1.811], [-1.164, -0.013, -0.728], [-0.692, 1.436, -0.001], [-1.241, 0.505, 1.867], [-1.246, -1.676, 0.281], [-3.077, -1.134, 0.637], [0.835, 0.574, -2.987], [0.997, -0.962, -0.628]], "lowdin_charge": [-0.152, -0.446, -0.142, -0.087, -0.141, 0.010, 0.077, 0.125, 0.047, 0.090, 0.089, 0.098, 0.059, 0.050, 0.118, 0.071, 0.133]}

***

[2]
{"formula": "C23H50NO5P2SSiTl", "method": "wB97M-V/def2-TZVPD", "charge": 2, "lumo_energy_ev": [-9.10, -9.10], "orbital_gap_ev": [4.81, 4.81], "elements": ["Tl", "P", "C", "C", "N", "C", "C", "C", "C", "C", "P", "H", "H", "H", "H", "H", "H", "H", "H", "O", "H", "H", "O", "H", "C", "H", "H", "H", "C", "H", "H", "H", "C", "H", "H", "H", "C", "H", "H", "H", "C", "C", "C", "C", "O", "Si", "S", "O", "C", "C", "C", "C", "O", "C", "C", "C", "C", "H", "H", "H", "H", "H", "H", "H", "H", "H", "H", "H", "H", "H", "H", "H", "H", "H", "H", "H", "H", "H", "H", "H", "H", "H", "H", "H"], "coordinates": [[1.249, -0.366, 0.493], [2.235, -2.317, -1.207], [3.913, -1.944, -1.843], [3.971, -0.553, -2.403], [3.295, 0.413, -1.741], [3.436, 1.687, -2.100], [4.307, 2.082, -3.131], [5.016, 1.103, -3.808], [4.834, -0.228, -3.467], [2.634, 2.743, -1.342], [2.102, 2.198, 0.303], [5.376, -1.028, -3.967], [4.381, 3.135, -3.357], [5.704, 1.384, -4.605], [3.240, 3.652, -1.225], [1.730, 3.006, -1.909], [4.830, -1.979, -0.862], [4.238, -2.684, -2.597], [5.070, -1.684, 0.905], [5.603, -1.946, 0.191], [6.466, -2.364, 0.109], [3.307, -1.105, 1.808], [4.243, -1.014, 1.911], [4.491, -0.277, 2.464], [3.585, 2.499, 1.284], [3.849, 3.555, 1.207], [3.405, 2.259, 2.335], [4.420, 1.905, 0.907], [0.936, 3.475, 0.826], [0.683, 3.348, 1.889], [1.376, 4.471, 0.675], [0.010, 3.389, 0.238], [1.047, -2.835, -2.479], [1.465, -3.667, -3.052], [0.080, -3.167, -2.077], [0.829, -2.007, -3.160], [2.581, -3.820, -0.283], [1.678, -4.227, 0.190], [2.989, -4.570, -0.972], [3.319, -3.620, 0.506], [-4.500, 1.344, -1.569], [-3.826, 2.297, -0.582], [-2.994, 3.327, -1.345], [-4.884, 2.991, 0.274], [-2.969, 1.589, 0.359], [-1.963, 0.264, 0.110], [-0.514, 0.635, -1.268], [-1.310, -0.101, 1.599], [-1.780, 0.246, 2.962], [-1.080, 1.529, 3.382], [-3.289, 0.432, 2.993], [-1.378, -0.919, 3.852], [-2.991, -0.980, -0.320], [-2.970, -2.411, -0.094], [-1.650, -2.909, 0.500], [-4.121, -2.743, 0.856], [-3.204, -3.082, -1.449], [-5.189, 1.940, -2.190], [-5.081, 0.583, -1.028], [-3.762, 0.863, -2.226], [-3.672, 3.903, -1.993], [-2.507, 4.020, -0.642], [-2.232, 2.830, -1.964], [-5.500, 2.253, 0.806], [-4.419, 3.668, 1.004], [-5.538, 3.582, -0.375], [-1.382, 2.368, 2.743], [-1.370, 1.761, 4.413], [0.013, 1.427, 3.344], [-3.806, -0.433, 2.556], [-3.622, 0.528, 4.039], [-3.582, 1.346, 2.466], [-1.913, -1.837, 3.582], [-0.300, -1.119, 3.814], [-1.642, -0.666, 4.883], [-1.475, -2.486, 1.501], [-1.704, -4.009, 0.602], [-0.805, -2.661, -0.163], [-5.068, -2.347, 0.458], [-4.203, -3.835, 0.951], [-3.942, -2.318, 1.855], [-4.165, -2.764, -1.879], [-2.402, -2.835, -2.161], [-3.232, -4.173, -1.311]], "lowdin_charge": [0.696, 0.849, -0.278, -0.333, 0.075, -0.315, -0.001, -0.022, 0.001, -0.250, 0.797, 0.125, 0.123, 0.130, 0.118, 0.110, 0.090, 0.113, -0.054, 0.033, 0.129, -0.028, 0.003, 0.094, -0.235, 0.071, 0.059, 0.058, -0.207, 0.053, 0.084, 0.048, -0.196, 0.081, 0.044, 0.063, -0.239, 0.063, 0.081, 0.053, -0.032, -0.637, -0.040, -0.027, -0.187, -0.180, 0.389, -0.266, -0.596, -0.022, -0.009, -0.021, -0.156, -0.621, -0.041, -0.011, -0.019, 0.103, 0.095, 0.084, 0.100, 0.086, 0.052, 0.095, 0.092, 0.095, 0.090, 0.107, 0.075, 0.083, 0.113, 0.080, 0.088, 0.085, 0.104, 0.066, 0.110, 0.034, 0.105, 0.100, 0.071, 0.101, 0.080, 0.097]}

***

These records have max |F| values of 0.123 0.092 hartree/bohr, in the order they appear.